[1]
Computed, not measured: a 5-piece molecular cluster, C17H44F3O5PSi overall at a distorted geometry, with ωB97M-V/def2-TZVPD.

XYZ file:
```
71
Properties=species:S:1:pos:R:3
C 2.65 1.86 1.11
C 2.02 2.81 0.12
F 1.81 2.19 -1.11
C 0.74 3.48 0.57
Si -0.70 2.35 0.93
F -0.43 1.55 2.30
C -1.12 1.11 -0.40
C -0.70 -0.29 -0.06
F 0.67 -0.42 0.03
P -2.53 3.65 1.20
O -3.35 3.64 -0.05
H 2.98 0.99 0.56
H 1.97 1.53 1.89
H 3.52 2.29 1.57
H 2.74 3.60 -0.08
H 0.42 4.15 -0.23
H 0.92 4.12 1.44
H -0.74 1.44 -1.35
H -2.20 1.08 -0.49
H -1.09 -0.95 -0.83
H -1.17 -0.61 0.87
H -3.23 3.29 2.38
H -2.04 4.96 1.45
C -3.28 -3.79 3.87
C -2.19 -2.83 3.39
C -2.06 -1.63 4.31
O -2.47 -2.40 2.06
H -4.25 -3.28 3.88
H -3.35 -4.64 3.20
H -3.07 -4.15 4.88
H -1.24 -3.36 3.35
H -2.99 -1.06 4.33
H -1.28 -0.96 3.95
H -1.81 -1.93 5.33
H -3.31 -1.93 2.07
C 6.75 2.45 -2.92
C 5.92 1.98 -1.73
C 5.46 0.54 -1.90
O 4.80 2.84 -1.54
H 6.15 2.41 -3.84
H 7.07 3.48 -2.78
H 7.63 1.82 -3.07
H 6.52 2.07 -0.82
H 4.82 0.45 -2.79
H 4.87 0.23 -1.04
H 6.31 -0.13 -2.02
H 4.25 2.79 -2.33
C 0.23 -6.21 2.69
C -0.43 -6.26 1.32
C 0.58 -5.98 0.22
O -1.51 -5.34 1.26
H 0.64 -5.21 2.88
H -0.51 -6.41 3.48
H 1.04 -6.93 2.78
H -0.87 -7.25 1.17
H 1.00 -4.98 0.33
H 0.09 -6.02 -0.76
H 1.40 -6.70 0.23
H -1.15 -4.45 1.39
C -4.35 2.20 -4.45
C -3.45 2.75 -3.36
C -2.88 4.11 -3.73
O -2.39 1.83 -3.08
H -3.79 2.06 -5.38
H -4.75 1.23 -4.17
H -5.19 2.87 -4.65
H -4.01 2.84 -2.43
H -2.27 4.03 -4.64
H -2.24 4.48 -2.93
H -3.68 4.83 -3.91
H -1.87 1.73 -3.89
```

The SMILES is C[C@@H](F)C[Si@](F)(CCF)[PH2]=O.CC(C)O.CC(C)O.CC(C)O.CC(C)O. The calculation puts the gap between HOMO and LUMO at 10.1 eV. As for the spin multiplicity: 1. The HOMO energy is -9.488 eV.

***

[2]
Computed, not measured: C3H5NO2 as an isolated structure at a distorted geometry, with ωB97M-V/def2-TZVPD.

XYZ file:
```
11
Properties=species:S:1:pos:R:3
O -0.20 -1.48 0.41
C -0.42 -0.07 0.84
C 0.81 0.69 0.40
N 0.60 0.36 -1.02
C -0.67 -0.20 -0.86
O -1.47 -0.61 -1.65
H -1.11 -1.83 0.34
H -0.60 -0.10 1.94
H 0.74 1.77 0.59
H 1.77 0.31 0.78
H 0.57 1.12 -1.68
```

The calculation puts the gap between HOMO and LUMO at 10.0 eV. As for the spin multiplicity: 1. The HOMO energy is -9.196 eV. The energy relative to the best compared isomer or geometry (same formula, charge and spin) is 84.0 kcal per mole.

***

Which value of HOMO does entry 2 give? -9.196 eV